# 1
{"formula": "CHNO2", "method": "ωB97M-V/def2-TZVPD", "e_lumo_ev": 0.64, "energy_ha": -243.79882, "smiles": "N=C1OO1", "charge": 0, "homo_ev": -11.64, "gap_ev": 12.28, "species": ["N", "C", "O", "O", "H"], "positions_angstrom": [[-0.90, -0.16, 0.58], [0.01, 0.12, -0.17], [0.30, 0.80, -1.25], [1.30, 0.01, -0.53], [-0.72, -0.77, 1.37]]}

# 2
{"formula": "CHNO2PS", "method": "ωB97M-V/def2-TZVPD", "e_lumo_ev": [1.16, 1.15], "energy_ha": -983.46705, "charge": -1, "homo_ev": [-3.99, -3.98], "gap_ev": [5.14, 5.14], "species": ["C", "N", "O", "O", "P", "S", "H"], "positions_angstrom": [[-2.07, 1.34, 2.02], [-2.11, 2.25, 2.74], [-2.12, -1.43, 1.93], [0.38, 0.39, -1.03], [-2.43, -0.17, 1.17], [-4.22, 0.15, 0.41], [0.24, 1.32, -1.25]]}

# 3
{"formula": "CHNO2PS", "method": "ωB97M-V/def2-TZVPD", "e_lumo_ev": [3.31, 0.44], "energy_ha": -983.44933, "spin_multiplicity": 3, "s_squared": 2.009, "charge": -1, "homo_ev": [0.04, -6.35], "gap_ev": [3.27, 6.80], "species": ["C", "N", "O", "O", "P", "S", "H"], "positions_angstrom": [[-0.28, 1.16, -0.55], [-0.46, 2.14, -1.10], [-1.20, -0.29, 1.59], [1.46, -0.68, 0.68], [-0.38, -0.44, 0.36], [-1.00, -1.76, -0.94], [1.85, -0.13, -0.05]]}

# 4
{"formula": "CHNO2S", "method": "ωB97M-V/def2-TZVPD", "e_lumo_ev": [-1.32, -0.74], "energy_ha": -641.89995, "charge": 0, "homo_ev": [-7.91, -9.47], "gap_ev": [6.59, 8.73], "species": ["C", "N", "O", "O", "S", "H"], "positions_angstrom": [[0.31, -0.42, 0.10], [2.97, 0.37, 0.05], [3.64, 1.36, 0.10], [3.24, -0.79, -0.13], [1.02, -1.78, -0.09], [-0.68, -0.04, 0.16]]}

# 5
{"formula": "CHNO2S", "method": "ωB97M-V/def2-TZVPD", "e_lumo_ev": -0.04, "energy_ha": -641.94579, "smiles": "C1=NOOS1", "charge": 0, "homo_ev": -8.48, "gap_ev": 8.45, "species": ["C", "N", "O", "O", "S", "H"], "positions_angstrom": [[0.11, -0.27, -0.78], [-0.52, 0.78, -0.50], [-0.65, 1.13, 0.71], [0.07, 0.09, 1.64], [0.71, -1.07, 0.68], [0.27, -0.65, -1.76]]}

# 6
{"formula": "CHNO2S", "method": "ωB97M-V/def2-TZVPD", "e_lumo_ev": [-1.41, -1.40], "energy_ha": -642.06154, "smiles": "N=C=O.O=S", "charge": 0, "homo_ev": [-9.17, -9.19], "gap_ev": [7.76, 7.79], "species": ["N", "C", "O", "H", "O", "S"], "positions_angstrom": [[-0.31, -0.73, -0.17], [0.73, -1.30, -0.06], [1.71, -1.95, 0.15], [-1.18, -0.99, -0.50], [2.72, 0.56, -0.27], [4.11, 0.35, 0.12]]}

# 7
{"formula": "CHNO3", "method": "ωB97M-V/def2-TZVPD", "e_lumo_ev": [-1.16, -1.78], "energy_ha": -318.91483, "charge": 0, "homo_ev": [-9.83, -10.11], "gap_ev": [8.68, 8.32], "species": ["C", "N", "O", "O", "O", "H"], "positions_angstrom": [[-0.59, 0.01, 0.10], [-1.23, -1.09, -0.10], [-1.14, 1.19, -0.19], [-2.36, -1.44, 0.00], [-2.43, 1.30, 0.12], [0.52, -0.15, 0.05]]}

# 8
{"formula": "CHNO3S", "method": "ωB97M-V/def2-TZVPD", "e_lumo_ev": [-1.54, -1.55], "energy_ha": -717.15145, "charge": 0, "homo_ev": [-9.51, -9.53], "gap_ev": [7.98, 7.98], "species": ["C", "N", "O", "O", "O", "S", "H"], "positions_angstrom": [[1.04, -0.68, -0.03], [1.42, 1.39, 0.01], [2.55, 1.52, -0.28], [2.18, -0.77, 0.48], [0.54, -0.87, -1.03], [3.63, -0.15, 0.09], [0.39, -0.67, 0.97]]}

# 9
{"formula": "CHNO4", "method": "ωB97M-V/def2-TZVPD", "e_lumo_ev": [0.54, -2.40], "energy_ha": -394.06682, "spin_multiplicity": 3, "s_squared": 2.008, "charge": 0, "homo_ev": [-9.74, -11.27], "gap_ev": [10.28, 8.87], "species": ["C", "N", "O", "O", "O", "O", "H"], "positions_angstrom": [[-0.44, -0.04, 1.05], [0.24, -0.29, -0.09], [-1.53, 0.41, 0.83], [0.86, 0.84, 0.03], [0.11, -0.72, -1.42], [0.66, -0.06, -2.32], [0.09, -0.16, 1.93]]}

# 10
{"formula": "CHNO5", "method": "ωB97M-V/def2-TZVPD", "e_lumo_ev": [-0.47, -0.69], "energy_ha": -469.46194, "charge": 0, "homo_ev": [-9.99, -10.15], "gap_ev": [9.52, 9.46], "species": ["C", "N", "O", "O", "O", "O", "O", "H"], "positions_angstrom": [[-1.24, -0.80, -1.36], [0.99, -0.43, 1.66], [-2.20, -0.26, -1.71], [-0.23, -1.26, -1.06], [0.06, -0.73, 2.24], [0.33, 1.25, -0.07], [1.36, 0.35, 0.88], [0.94, 1.88, -0.57]]}

# 11
{"formula": "CHNOS", "method": "ωB97M-V/def2-TZVPD", "e_lumo_ev": [-2.04, -2.02], "energy_ha": -566.78731, "smiles": "C#N.O=S", "charge": 0, "homo_ev": [-9.82, -9.84], "gap_ev": [7.77, 7.82], "species": ["C", "N", "H", "O", "S"], "positions_angstrom": [[-0.76, 0.64, -0.93], [-0.66, 0.17, -2.00], [-0.45, 0.97, 0.05], [0.83, -0.22, 1.17], [1.04, -1.57, 1.71]]}

# 12
{"formula": "CHNOS", "method": "ωB97M-V/def2-TZVPD", "e_lumo_ev": [-1.25, -1.29], "energy_ha": -566.77150, "smiles": "C#N.O=S", "charge": 0, "homo_ev": [-8.76, -8.87], "gap_ev": [7.51, 7.58], "species": ["C", "N", "H", "O", "S"], "positions_angstrom": [[1.04, -0.40, 0.02], [0.57, -1.34, -0.39], [1.39, 0.53, 0.42], [-1.73, 0.99, -0.61], [-1.28, 0.22, 0.56]]}

# 13
{"formula": "CHO2PS", "method": "ωB97M-V/def2-TZVPD", "e_lumo_ev": -1.41, "energy_ha": -928.72912, "smiles": "O=COP=S", "charge": 0, "homo_ev": -9.66, "gap_ev": 8.25, "species": ["O", "C", "O", "P", "S", "H"], "positions_angstrom": [[1.93, 0.16, 0.58], [1.18, -0.40, -0.09], [-0.23, -0.22, -0.32], [-1.38, 0.41, 0.74], [-3.02, 1.14, -0.04], [1.52, -1.09, -0.88]]}

# 14
{"formula": "CHO2Sm", "method": "ωB97M-V/def2-TZVPD", "e_lumo_ev": [-0.08, -0.27], "energy_ha": -847.01556, "spin_multiplicity": 8, "s_squared": 15.757, "charge": 0, "homo_ev": [-5.54, -7.81], "gap_ev": [5.46, 7.54], "species": ["H", "O", "O", "C", "Sm"], "positions_angstrom": [[-0.82, -1.37, 0.32], [-0.27, 1.33, 0.07], [-0.09, -0.81, -0.15], [-0.95, 0.31, -0.18], [2.12, 0.53, -0.06]]}

# 15
{"formula": "CHO3PS", "method": "ωB97M-V/def2-TZVPD", "e_lumo_ev": -1.45, "energy_ha": -1003.87912, "smiles": "O=PC=S(=O)=O", "charge": 0, "homo_ev": -10.19, "gap_ev": 8.74, "species": ["O", "P", "C", "S", "O", "O", "H"], "positions_angstrom": [[-2.30, -0.23, 1.69], [-1.25, 0.72, 1.29], [-0.39, -0.22, -0.06], [1.13, 0.25, -0.76], [1.92, -0.74, -1.41], [1.52, 1.58, -0.61], [-0.63, -1.37, -0.13]]}

# 16
{"formula": "CHO3S3", "method": "ωB97M-V/def2-TZVPD", "e_lumo_ev": 1.49, "energy_ha": -1458.99919, "charge": -1, "homo_ev": -2.81, "gap_ev": 4.30, "species": ["C", "O", "O", "O", "S", "S", "S", "H"], "positions_angstrom": [[1.85, 0.64, -0.26], [-4.07, -1.39, -1.02], [4.30, 0.98, 0.42], [-4.24, -0.11, 1.03], [0.44, -0.24, -0.23], [3.02, 0.38, 0.91], [-3.70, -1.25, 0.33], [2.39, 0.98, -1.19]]}

# 17
{"formula": "CHO6S", "method": "ωB97M-V/def2-TZVPD", "e_lumo_ev": [3.22, 2.79], "energy_ha": -888.28065, "charge": -1, "homo_ev": [-4.49, -5.84], "gap_ev": [7.71, 8.63], "species": ["C", "O", "O", "O", "O", "O", "O", "S", "H"], "positions_angstrom": [[1.78, -1.04, 0.20], [4.06, -0.06, 1.23], [2.07, -1.97, 0.84], [4.01, -0.29, -1.25], [2.96, 1.68, -0.15], [-0.54, -0.93, -0.50], [1.12, -0.25, -0.37], [3.42, 0.30, -0.01], [-0.86, -0.16, -0.93]]}

# 18
{"formula": "CHO6S2", "method": "ωB97M-V/def2-TZVPD", "e_lumo_ev": 3.65, "energy_ha": -1286.53184, "charge": -1, "homo_ev": -5.40, "gap_ev": 9.05, "species": ["C", "O", "O", "O", "O", "O", "O", "S", "S", "H"], "positions_angstrom": [[-1.08, 0.00, -0.54], [0.06, 2.30, 0.92], [1.46, -1.61, -0.68], [-0.36, -2.22, 0.87], [1.54, 1.47, -0.75], [-1.57, 0.04, -1.62], [0.83, -0.13, 1.12], [0.32, -1.23, 0.13], [0.41, 1.17, 0.09], [-1.61, 0.19, 0.46]]}

# 19
{"formula": "CHOP3", "method": "ωB97M-V/def2-TZVPD", "e_lumo_ev": [-1.87, -1.41], "energy_ha": -1137.85891, "charge": 0, "homo_ev": [-9.35, -9.21], "gap_ev": [7.49, 7.80], "species": ["C", "O", "P", "P", "P", "H"], "positions_angstrom": [[-1.53, 0.17, -0.04], [0.91, -1.00, 0.00], [-0.67, -1.27, -0.05], [1.58, 1.86, -0.03], [2.23, -0.01, -0.10], [-2.52, 0.25, 0.22]]}

# 20
{"formula": "CHOPS", "method": "ωB97M-V/def2-TZVPD", "e_lumo_ev": -1.34, "energy_ha": -853.40422, "charge": 0, "homo_ev": -9.04, "gap_ev": 7.70, "species": ["C", "O", "P", "S", "H"], "positions_angstrom": [[1.30, 0.09, 0.02], [0.33, -0.44, -2.28], [1.66, -0.21, -1.81], [1.63, 1.65, 0.36], [0.56, -0.91, 0.60]]}